Density functional theory data (ωB97M-V with the def2-TZVPD basis set) for a molecular structure, C54H62F5Ge2O8S4SeTl in a non-equilibrium geometry.

The geometry in XYZ format:
```
137
Properties=species:S:1:pos:R:3:forces:R:3
Tl -0.330 -0.284 0.040 -0.1 0.3 0.5
C -5.296 -0.407 -0.417 0.0 0.0 0.0
C -4.920 -0.073 0.997 -0.1 0.0 0.2
C -5.263 1.141 1.576 0.0 -0.1 -0.1
C -4.910 1.446 2.884 0.0 0.0 0.1
C -5.299 2.765 3.484 0.0 0.1 0.0
C -4.197 0.508 3.634 -0.2 0.0 -0.4
C -3.907 -0.747 3.087 0.0 -0.1 0.0
C -3.301 -1.829 3.928 0.0 0.1 0.1
C -4.244 -1.010 1.768 0.0 0.1 0.1
C -3.843 0.791 5.047 -0.2 0.0 0.1
C -4.777 0.435 6.015 0.0 0.0 0.0
C -4.516 0.630 7.358 -0.1 -0.1 0.1
C -3.298 1.159 7.741 0.0 0.0 0.0
C -2.358 1.521 6.783 -0.1 0.0 0.2
C -2.632 1.370 5.427 0.7 0.3 -0.6
Ge -1.216 1.743 4.008 0.0 0.2 -0.2
S -0.478 -0.132 3.311 0.1 0.1 -0.1
S -2.094 3.278 2.494 0.5 0.0 0.3
Ge 0.125 3.873 2.254 -0.2 -0.2 0.4
S 0.885 2.689 0.657 -0.3 -0.1 0.2
S 0.542 3.195 4.441 -0.5 -0.1 -0.6
C 0.639 5.839 2.077 -0.3 -1.0 0.1
C -0.134 6.859 2.615 0.0 0.3 0.0
C 0.285 8.186 2.536 0.0 0.1 0.0
C 1.481 8.510 1.931 0.0 0.1 -0.1
C 2.238 7.503 1.366 0.1 0.1 0.0
C 1.824 6.175 1.420 0.1 0.2 0.0
C 2.665 5.203 0.684 0.5 -0.1 -0.3
C 2.522 5.132 -0.703 0.1 0.1 0.0
C 1.491 5.969 -1.403 0.0 -0.1 0.0
C 3.294 4.230 -1.416 0.0 0.1 0.1
C 4.212 3.406 -0.782 -0.1 0.0 0.0
C 5.001 2.402 -1.565 0.1 0.1 0.0
C 4.374 3.527 0.589 0.0 0.1 -0.1
C 3.616 4.418 1.332 0.0 0.2 -0.1
C 3.776 4.497 2.819 -0.1 0.0 0.0
C -1.453 6.652 3.253 -0.3 0.1 0.1
C -2.591 6.576 2.451 0.0 0.0 0.1
C -2.463 6.516 0.960 0.0 -0.1 0.0
C -3.841 6.546 3.053 0.0 0.0 0.1
C -3.978 6.629 4.429 0.0 0.0 0.0
C -5.330 6.638 5.081 0.0 0.0 0.0
C -2.834 6.705 5.209 0.0 0.0 -0.1
C -1.569 6.699 4.642 0.0 -0.1 0.0
C -0.346 6.697 5.505 0.0 0.0 0.1
C -1.062 2.070 7.239 0.3 0.1 0.2
C -0.981 3.416 7.593 0.0 0.0 0.1
C -2.210 4.273 7.532 0.1 0.0 0.0
C 0.240 3.945 7.981 0.0 -0.1 0.0
C 1.381 3.157 8.023 0.0 -0.1 0.1
C 2.716 3.759 8.349 0.0 0.0 -0.1
C 1.270 1.809 7.722 0.0 0.1 0.0
C 0.060 1.247 7.339 0.0 0.0 0.1
C -0.033 -0.218 7.033 0.0 0.0 -0.1
H -5.799 0.427 -0.899 0.0 0.1 -0.1
H -5.959 -1.272 -0.436 -0.1 -0.1 -0.1
H -4.409 -0.666 -0.996 0.0 0.0 -0.1
H -5.813 1.873 0.999 0.0 0.1 -0.1
H -6.150 3.194 2.957 -0.1 0.0 0.0
H -4.466 3.465 3.404 0.0 0.1 0.1
H -5.547 2.657 4.540 -0.1 0.1 0.0
H -2.493 -1.437 4.541 0.0 -0.1 0.0
H -2.904 -2.620 3.297 0.0 -0.1 0.0
H -4.063 -2.252 4.588 -0.1 -0.1 0.0
H -3.979 -1.961 1.330 0.1 -0.2 -0.1
H -5.715 -0.005 5.695 0.0 0.0 0.0
H -5.251 0.352 8.103 0.0 0.0 0.0
H -3.057 1.288 8.790 0.0 0.0 0.0
H -0.344 8.959 2.957 -0.1 0.0 0.1
H 1.811 9.539 1.876 0.0 0.1 0.0
H 3.167 7.736 0.862 0.1 0.0 -0.1
H 1.733 7.033 -1.342 -0.1 0.0 0.0
H 0.519 5.817 -0.934 -0.1 0.0 0.0
H 1.422 5.685 -2.450 0.0 0.0 -0.1
H 3.152 4.145 -2.484 0.0 0.0 -0.2
H 4.423 2.039 -2.411 0.0 -0.1 -0.1
H 5.264 1.556 -0.937 0.0 -0.1 0.0
H 5.921 2.849 -1.948 0.1 0.0 0.0
H 5.082 2.886 1.093 0.1 -0.1 0.1
H 4.700 4.018 3.133 0.1 0.0 0.1
H 2.950 3.983 3.313 0.0 -0.1 0.1
H 3.768 5.531 3.160 0.0 0.1 0.1
H -1.777 7.281 0.596 0.0 0.0 -0.1
H -3.432 6.642 0.484 -0.1 0.0 -0.1
H -2.064 5.542 0.668 0.0 0.0 -0.1
H -4.722 6.473 2.430 -0.1 0.0 -0.1
H -6.120 6.700 4.337 -0.1 0.0 0.0
H -5.424 7.485 5.762 -0.1 0.0 0.0
H -5.478 5.727 5.661 -0.1 -0.1 0.1
H -2.932 6.779 6.283 0.0 0.0 0.1
H -0.565 7.095 6.495 0.0 0.1 0.1
H 0.458 7.276 5.055 0.1 0.0 0.1
H 0.010 5.671 5.618 0.1 0.0 0.0
H -2.582 4.328 6.509 -0.1 0.0 -0.1
H -1.992 5.278 7.883 0.0 0.1 0.0
H -3.004 3.850 8.149 -0.1 0.0 0.0
H 0.309 4.994 8.241 0.0 0.1 0.0
H 2.602 4.683 8.912 0.0 0.1 0.0
H 3.241 3.988 7.421 0.1 0.1 0.0
H 3.333 3.069 8.921 0.1 0.0 0.0
H 2.148 1.178 7.770 0.1 -0.1 0.0
H 0.744 -0.771 7.559 0.0 0.0 0.0
H 0.099 -0.385 5.960 -0.1 -0.1 0.0
H -1.012 -0.612 7.311 0.1 -0.1 0.0
O -0.322 -3.343 1.560 0.1 -0.2 0.2
H -0.841 -3.199 0.736 -0.1 0.0 -0.2
H -0.591 -2.628 2.148 -0.1 0.2 0.2
O 1.870 0.693 -1.548 0.2 -0.2 -0.7
H 2.539 0.483 -0.863 0.0 0.1 0.1
H 1.638 1.608 -1.356 0.0 0.2 0.2
O -0.948 0.486 -2.536 0.0 0.0 0.0
H -0.060 0.668 -2.859 0.1 0.2 0.1
H -1.348 1.325 -2.289 0.0 0.2 0.2
O 1.884 -2.128 0.588 0.5 -0.1 0.2
H 1.849 -2.394 -0.334 -0.1 -0.1 -0.1
H 1.212 -2.665 1.065 -0.1 0.0 -0.2
O 3.267 0.337 0.769 0.5 -0.1 -0.1
H 2.711 1.039 1.132 -0.3 0.2 0.2
H 2.807 -0.496 0.953 -0.1 -0.1 0.1
O -2.467 1.595 -0.249 0.0 -0.1 -0.7
H -2.209 2.197 0.465 0.1 0.1 0.3
H -3.184 1.063 0.110 0.0 0.1 0.2
O -1.759 -2.597 -0.597 -0.9 0.4 1.2
O -1.426 -2.794 -1.921 0.7 -0.3 -1.6
F -0.473 -1.319 -7.919 0.2 -0.2 0.2
C -0.588 -0.962 -6.594 -1.0 0.4 -0.3
C 0.511 -1.279 -5.697 0.5 -0.2 0.5
F 1.807 -1.134 -6.025 -1.3 -0.1 0.4
C 0.046 -1.615 -4.446 1.4 -0.5 0.0
F 0.821 -1.836 -3.375 -0.2 0.3 -0.4
C -1.355 -1.643 -4.426 -0.8 0.2 0.4
Se -2.488 -1.909 -3.052 0.3 -0.5 -0.4
C -1.828 -1.202 -5.754 0.2 0.3 -1.0
F -2.929 -1.880 -6.234 0.0 0.0 0.1
C -1.564 0.192 -6.295 0.5 -0.4 0.8
F -1.080 1.043 -5.278 -0.1 0.1 -0.5
```
Positions in Å, forces in eV/Å.

Values from the calculation:
HOMO-LUMO gap (spin up / spin down) = 4.70 / 4.70 eV
multiplicity = 1
E_HOMO (spin up / spin down) = -2.60 / -2.60 eV
total charge = -2
total energy = -11516.77168 a.u.
largest force on an atom = 1.73 eV Å⁻¹